Formula: C24H24N6O4
Source: OMol25
Level of theory: ωB97M-V with the def2-TZVPD basis set

```
58
Properties=species:S:1:pos:R:3:forces:R:3
C 4.375277 3.123034 -1.919922 -0.1 0.0 0.0
C 3.839310 2.324383 -3.060149 0.4 0.0 -0.3
C 4.445419 2.259886 -4.280378 -0.3 -0.1 0.4
C 3.881605 1.492342 -5.322039 -0.3 -0.2 0.0
C 2.741079 0.798599 -5.089623 0.4 0.0 -0.7
N 2.127541 0.840598 -3.877241 0.2 0.2 0.3
C 1.001552 -0.035942 -3.662805 -0.3 -0.2 0.1
O 0.658204 -0.765532 -4.571761 0.0 0.0 0.0
C 0.448456 0.020727 -2.344940 0.1 0.2 0.0
C -0.424233 -1.053228 -1.995300 0.2 -0.5 0.3
C -0.482804 -1.679606 -0.785970 -0.7 0.1 -1.2
C 0.379509 -1.386526 0.272132 0.9 0.2 0.7
N 1.060761 -1.218869 1.188964 0.0 -0.1 -0.2
C -1.553750 -2.686755 -0.537013 0.0 -0.1 0.2
O -2.482573 -2.843659 -1.302736 -0.1 0.0 -0.2
N -1.421250 -3.380541 0.622500 0.2 -0.1 0.1
C -2.522841 -4.120768 1.195122 -0.2 0.2 -0.1
C -2.947421 -3.503155 2.489700 0.0 -0.8 0.4
C -3.301601 -4.048988 3.687436 0.2 0.1 -0.7
C -3.590134 -2.960220 4.548424 0.0 0.5 -0.1
C -3.383695 -1.835626 3.814237 -0.3 -0.2 0.8
O -2.993002 -2.153089 2.566529 0.1 0.0 -0.5
C 0.832493 1.088354 -1.494292 0.1 0.1 -0.4
N 0.088895 1.533407 -0.466301 0.2 -0.1 -0.2
C -1.337361 1.353568 -0.314292 -0.6 -0.3 0.0
C -1.698968 0.838041 1.078353 0.0 0.1 -0.2
C -1.033087 1.671342 2.183332 0.0 -0.2 0.1
C -1.223477 0.939250 3.512033 0.2 0.3 -0.5
N -0.492189 -0.183003 3.653114 0.3 -0.4 0.2
O -1.998929 1.323190 4.361779 -0.4 0.2 0.4
C 0.443899 1.943146 1.882872 -0.1 0.2 -0.1
C 0.615753 2.500111 0.470989 0.4 0.1 0.5
N 1.967988 1.769036 -1.727603 0.1 0.1 0.3
C 2.617270 1.611584 -2.850875 -0.2 0.0 -0.2
H 4.535078 2.477505 -1.058676 0.0 0.0 0.1
H 3.648207 3.877731 -1.626345 0.0 0.1 0.1
H 5.310043 3.605407 -2.190114 0.1 0.0 0.0
H 5.363488 2.799508 -4.457331 0.1 0.1 0.0
H 4.354527 1.450235 -6.288531 0.0 -0.1 -0.1
H 2.251081 0.165700 -5.815180 0.0 0.0 0.1
H -1.021372 -1.482213 -2.792561 -0.1 0.0 0.1
H -0.641559 -3.180305 1.230995 -0.1 0.0 -0.1
H -3.330181 -4.083394 0.454274 0.1 -0.1 0.1
H -2.245254 -5.165805 1.365219 -0.1 0.1 0.0
H -3.355914 -5.091449 3.925106 0.0 -0.3 0.0
H -3.904793 -3.014188 5.570004 -0.1 0.1 0.2
H -3.462156 -0.794152 4.056151 0.0 0.2 0.0
H -1.721556 0.679454 -1.079913 0.0 0.2 0.1
H -1.806441 2.337728 -0.458574 0.0 -0.1 -0.1
H -2.782840 0.876529 1.196928 0.0 0.0 0.0
H -1.402814 -0.203808 1.176798 -0.1 0.0 0.0
H -1.558245 2.628597 2.268089 0.0 -0.1 0.1
H 0.127555 -0.530973 2.936137 0.0 0.0 0.1
H -0.601933 -0.720143 4.497106 -0.1 0.0 0.0
H 1.028491 1.026187 1.949244 0.0 0.1 0.0
H 0.837444 2.655845 2.608854 0.0 0.0 0.0
H 1.667802 2.663388 0.243417 -0.2 0.1 0.1
H 0.073646 3.447521 0.364629 0.0 0.0 -0.1
```
Positions in Å, forces in eV/Å.

Properties
frontier orbital gap = 7.6 eV
structure (SMILES) = Cc1cccn2c(=O)c(/C=C(\C#N)C(=O)NCc3ccco3)c(N3CCC(C(N)=O)CC3)nc12

Here are the Löwdin charges for atoms 1 to 4, given in e:
1 C -0.041
2 C -0.188
3 C -0.011
4 C -0.044

Formula: CH3NOS
Source: OMol25
Level of theory: ωB97M-V with the def2-TZVPD basis set

```
7
Properties=species:S:1:pos:R:3:forces:R:3
C -0.886406 -0.582054 -0.107760 0.6 2.6 0.2
N 0.304838 -0.876447 -0.349535 0.1 0.3 -0.4
O 2.279996 0.177472 0.651445 1.4 0.0 1.3
S 1.455592 0.345378 -0.507378 -2.1 0.9 -0.6
H -1.563394 -1.302660 0.100201 -2.1 -2.7 0.2
H -1.302594 0.469248 0.030985 0.9 -0.7 -0.2
H -0.288033 1.769061 0.182041 1.2 -0.4 -0.6
```
Positions in Å, forces in eV/Å.

Properties
frontier orbital gap (spin up / spin down) = 7.9 / 8.6 eV

Here are the Löwdin charges for atoms 1 to 4, given in e:
1 C -0.150
2 N -0.267
3 O -0.536
4 S 0.819

Formula: C14H20N6O3
Source: OMol25
Level of theory: ωB97M-V with the def2-TZVPD basis set

```
43
Properties=species:S:1:pos:R:3:forces:R:3
C -4.314769 0.912541 -1.502304 0.0 0.2 0.3
C -4.791467 1.307948 -0.111890 -0.2 -0.4 -0.3
O -4.042925 2.391963 0.431963 0.1 0.3 0.0
C -2.815473 2.124468 0.886506 0.7 0.1 0.3
C -2.078031 3.186184 1.458899 0.0 -0.4 -0.1
C -0.829700 2.889065 1.928094 0.0 -0.4 -0.2
C -0.393907 1.551470 1.797390 -1.1 0.5 -0.5
O 0.833354 1.271298 2.309136 0.1 0.0 0.3
C 1.531363 0.194091 1.909024 0.7 -0.9 -0.4
N 1.165535 -0.462414 0.837792 0.0 0.2 -0.2
C 1.937723 -1.512058 0.525258 0.4 0.3 0.8
N 1.571249 -2.265521 -0.510955 0.1 -0.4 -0.3
C 0.430478 -1.942319 -1.331733 -0.1 0.4 -0.2
C 0.778028 -0.977328 -2.475931 -0.2 -0.2 -0.1
C 1.727432 -1.631134 -3.476439 -0.1 0.2 0.2
C -0.504618 -0.517378 -3.161270 0.3 0.0 0.2
N 3.038891 -1.863570 1.197747 0.3 -0.3 0.0
C 3.318761 -1.101481 2.240044 -0.7 0.2 -0.5
O 4.411405 -1.426173 2.911729 0.0 -0.2 -0.2
C 4.718915 -0.623340 4.038537 0.1 0.3 0.4
N 2.597149 -0.060753 2.655321 0.0 0.3 0.4
N -1.141862 0.615585 1.263982 1.0 -0.1 0.9
N -2.332966 0.898274 0.810545 -1.3 0.5 -0.4
H -3.310567 0.502855 -1.442116 0.0 -0.1 -0.1
H -4.979816 0.158372 -1.912482 -0.1 -0.1 -0.1
H -4.310603 1.778253 -2.160214 0.0 0.1 -0.1
H -5.818277 1.680050 -0.143393 0.1 -0.1 0.1
H -4.724779 0.450332 0.564594 -0.1 0.1 0.0
H -2.509097 4.172980 1.511102 0.0 0.1 0.0
H -0.184129 3.620614 2.386687 0.0 0.1 0.0
H 2.201544 -3.004803 -0.775757 0.0 0.1 0.1
H 0.020646 -2.870725 -1.736326 -0.1 0.0 0.0
H -0.305227 -1.468247 -0.678125 -0.1 -0.2 -0.1
H 1.271652 -0.107459 -2.031678 0.0 0.0 0.0
H 1.965487 -0.939367 -4.281131 0.1 0.0 -0.1
H 2.657836 -1.921678 -2.994295 0.1 -0.1 0.0
H 1.268824 -2.516753 -3.912473 -0.1 -0.1 -0.1
H -0.279034 0.174494 -3.969139 0.0 0.1 -0.1
H -1.040737 -1.367899 -3.576925 -0.1 -0.1 -0.1
H -1.152784 -0.015369 -2.447825 -0.1 0.1 0.1
H 3.909034 -0.658943 4.769476 0.1 0.0 0.0
H 4.873791 0.415561 3.741177 0.0 -0.1 0.1
H 5.631675 -1.041682 4.457398 -0.1 0.0 0.0
```
Positions in Å, forces in eV/Å.

Properties
frontier orbital gap = 9.4 eV
structure (SMILES) = CCOc1ccc(Oc2nc(NCC(C)C)nc(OC)n2)nn1

Here are the Löwdin charges for atoms 1 to 4, given in e:
1 C -0.069
2 C -0.234
3 O -0.026
4 C -0.341

Formula: C2H6O3Yb
Source: OMol25
Level of theory: ωB97M-V with the def2-TZVPD basis set

```
12
Properties=species:S:1:pos:R:3:forces:R:3
C -0.836032 -1.540873 0.188769 -0.6 -0.3 0.0
O 0.225465 -0.638497 -0.127164 -0.4 0.7 0.0
C -0.079736 0.677390 -0.305577 1.2 1.5 2.4
O 1.081945 1.207068 -0.772470 0.6 3.0 1.2
Yb 2.414400 -0.461263 -1.848183 0.0 0.0 0.1
H -1.155922 -1.347268 1.218534 0.0 -0.3 -0.2
H -1.674507 -1.400309 -0.505106 0.1 0.0 0.2
H -0.420712 -2.541436 0.042210 -0.2 0.2 0.3
H -1.032370 0.949243 -0.777945 0.2 -0.3 0.1
O -0.116385 1.717441 1.053665 0.2 -1.6 -2.2
H 0.450872 1.294061 1.710344 -0.2 -0.3 0.4
H 1.142980 2.084447 0.122927 -1.1 -2.6 -2.4
```
Positions in Å, forces in eV/Å.

Properties
frontier orbital gap (spin up / spin down) = 6.4 / 8.8 eV
2S+1 = 2
<S²> = 0.75
net charge = +1

Here are the Löwdin charges for atoms 1 to 4, given in e:
1 C -0.022
2 O -0.231
3 C -0.392
4 O -0.305

Formula: C43H44BrFN9O5S2SnTe
Source: OMol25
Level of theory: ωB97M-V with the def2-TZVPD basis set

```
107
Properties=species:S:1:pos:R:3:forces:R:3
Sn 0.340818 -1.204667 -0.165474 -0.5 -0.2 0.1
C 2.510219 -2.064301 -2.952545 0.0 0.0 0.0
O 1.131036 -2.395504 -2.831510 0.1 0.0 0.1
C 0.331348 -2.207756 -3.896576 -0.1 0.0 -0.1
C 0.767992 -2.044208 -5.192551 0.0 0.0 0.0
C -0.169711 -1.881895 -6.214014 0.0 0.0 0.0
Br 0.454406 -1.677872 -7.994974 0.0 0.0 -0.1
C -1.513825 -1.864125 -5.963493 0.0 0.0 0.0
C -1.973054 -2.011464 -4.642929 0.1 0.0 0.0
C -1.057089 -2.182516 -3.603879 0.0 0.1 -0.1
O -1.392726 -2.284716 -2.324475 0.2 -0.1 0.2
C -3.387978 -1.931789 -4.308707 -0.1 0.0 0.0
N -3.862730 -2.067170 -3.093729 0.0 0.0 0.0
C -5.226023 -1.885459 -3.189888 -0.1 0.0 -0.1
C -6.203295 -1.898228 -2.198066 0.1 0.0 0.0
C -7.510731 -1.674185 -2.584529 0.0 0.0 0.0
C -7.848406 -1.440209 -3.924032 0.0 0.0 0.0
C -6.888276 -1.418821 -4.920537 0.0 0.0 0.0
C -5.575693 -1.642859 -4.526871 0.0 0.0 0.1
N -4.382888 -1.685743 -5.221418 0.1 0.0 0.1
H 2.620410 -1.025908 -3.279982 0.0 0.0 0.0
H 3.015457 -2.738334 -3.650288 0.0 0.0 0.0
H 2.925148 -2.194699 -1.954264 0.0 0.0 0.0
H 1.823321 -2.030679 -5.420597 0.0 0.0 0.0
H -2.204277 -1.727694 -6.784348 0.0 0.0 0.0
H -2.371695 -2.265995 -2.213313 -0.1 0.1 -0.1
H -5.929319 -2.064516 -1.164349 0.0 0.0 0.0
H -8.294184 -1.671319 -1.837515 0.0 0.0 0.0
H -8.884797 -1.266005 -4.184940 0.0 0.0 0.0
H -7.150794 -1.230252 -5.953978 0.0 0.0 0.0
H -4.251061 -1.502395 -6.198125 0.0 0.0 0.0
N -2.025828 -3.790360 0.956136 -0.2 0.3 0.0
C -1.326061 -4.889927 1.609123 0.0 -0.1 0.1
C -0.925900 -6.014324 0.650229 -0.1 0.0 0.0
C 0.409274 -5.818557 -0.066227 0.0 -0.1 0.0
N 0.410446 -4.704120 -0.991256 0.0 0.1 -0.1
H -2.160587 -3.011927 1.597169 0.1 -0.1 -0.1
H -2.957161 -4.058542 0.658607 0.0 -0.1 0.0
H -1.912783 -5.331282 2.432930 0.0 0.0 0.0
H -0.422571 -4.471852 2.061887 0.0 0.0 0.0
H -1.727396 -6.174275 -0.082468 0.0 0.0 0.0
H -0.849795 -6.943186 1.228940 0.0 0.0 0.0
H 0.683368 -6.774764 -0.544028 0.0 0.0 0.0
H 1.180555 -5.624141 0.682724 0.0 0.0 0.0
H 0.125708 -4.949945 -1.927899 0.0 0.0 0.0
H 1.301077 -4.225545 -1.009438 0.0 0.0 0.1
C 6.215999 0.647760 2.025894 0.0 0.0 0.0
C 5.702215 0.005203 3.309311 0.1 0.1 -0.1
N 4.336140 -0.477278 3.180949 0.0 -0.2 0.3
C 4.129799 -1.736246 2.682770 0.1 0.2 -0.3
C 2.927333 -2.247565 2.352734 -0.1 -0.4 0.3
C 2.897779 -3.379126 1.321893 0.4 0.6 0.1
O 3.426950 -4.466497 1.553127 -0.2 0.0 0.0
O 2.426417 -2.903291 0.248190 -0.2 -0.5 -0.3
C 1.728465 -1.551750 2.746733 0.0 0.2 -0.1
O 0.572728 -1.945255 2.558193 0.3 -0.3 0.1
C 1.960437 -0.186514 3.249828 0.0 0.0 0.3
C 0.832220 0.626894 3.388675 0.1 0.1 0.1
C 1.013894 1.968151 3.506461 -0.1 -0.1 0.2
F -0.052949 2.809767 3.603517 0.0 0.0 0.0
C 2.280850 2.544976 3.471486 0.1 0.1 0.2
C 3.401332 1.744867 3.478765 -0.1 0.0 -0.1
C 3.253035 0.351747 3.356575 -0.1 0.1 0.0
N 2.407292 3.961436 3.277216 0.2 0.0 0.0
C 1.693078 4.421397 2.096193 0.1 0.0 -0.2
C 2.220331 5.781301 1.708663 0.0 0.0 0.0
N 1.971559 6.697271 2.887340 0.0 0.0 0.1
C 2.663162 6.198639 4.131621 0.0 0.0 -0.1
C 2.160596 4.796017 4.427929 -0.2 0.0 0.0
H 7.230475 1.026940 2.164350 0.0 0.0 0.0
H 5.576432 1.469203 1.703639 0.0 0.0 0.0
H 6.227936 -0.082624 1.216813 0.0 0.0 0.0
H 5.751359 0.692442 4.155950 0.0 0.0 0.0
H 6.321566 -0.852930 3.571396 0.0 0.0 0.0
H 5.032214 -2.281385 2.430514 0.0 0.0 0.1
H -0.159382 0.202016 3.282965 0.0 0.0 0.1
H 4.367539 2.220570 3.399040 0.0 0.0 0.0
H 0.604264 4.480647 2.248335 0.0 0.0 0.0
H 1.858133 3.721022 1.275627 0.1 0.0 0.0
H 1.712078 6.204933 0.844802 0.0 0.0 0.0
H 3.297129 5.768067 1.551151 0.0 0.0 -0.1
H 0.963804 6.709124 3.061604 0.0 0.0 0.0
H 2.252559 7.651958 2.674441 0.1 0.0 0.0
H 2.451511 6.905106 4.932414 0.0 0.0 0.0
H 3.727300 6.191024 3.902805 0.0 0.0 0.0
H 1.089456 4.841313 4.696150 0.0 0.0 0.0
H 2.694473 4.402356 5.292053 0.0 0.0 0.0
S 2.248625 0.563215 0.367541 0.2 0.2 -0.3
C 2.287436 1.583230 -1.045877 -0.3 -0.2 0.0
C 3.365213 2.514268 -1.059656 0.1 0.2 -0.3
N 4.238035 3.270218 -1.070826 0.0 0.1 0.2
C 1.371886 1.570176 -2.060031 0.0 -0.1 0.4
S -0.046571 0.579441 -2.113098 0.2 0.2 -0.2
C 1.552338 2.470732 -3.153596 0.0 0.2 -0.3
N 1.681215 3.188974 -4.045627 0.0 0.0 0.0
Te -2.225054 -0.005914 1.479052 -0.2 -0.1 0.0
C -3.272167 1.812485 1.188128 0.1 0.1 -0.1
C -3.241662 2.826175 2.151350 0.1 -0.1 0.1
C -3.960520 4.001440 1.988269 0.0 0.1 0.0
C -4.728106 4.204986 0.849017 0.0 0.0 0.0
C -4.760294 3.214349 -0.123497 0.0 0.0 0.0
C -4.043138 2.038706 0.043984 0.1 -0.1 0.0
H -2.646197 2.676926 3.045489 0.0 0.0 0.0
H -3.922779 4.766171 2.758493 0.0 0.0 0.0
H -5.290178 5.122461 0.718704 0.0 0.0 0.0
H -5.347072 3.357500 -1.024093 0.0 0.0 0.0
H -4.072472 1.276810 -0.726367 0.0 0.0 0.0
```
Positions in Å, forces in eV/Å.

Properties
frontier orbital gap = 3.6 eV
net charge = -1

Here are the Löwdin charges for atoms 1 to 4, given in e:
1 Sn 0.897
2 C -0.051
3 O -0.166
4 C -0.246

Formula: C4H15N4
Source: OMol25
Level of theory: ωB97M-V with the def2-TZVPD basis set

```
23
Properties=species:S:1:pos:R:3:forces:R:3
C 2.125493 0.382736 -0.944177 -0.1 -0.2 -0.1
C 1.549012 -0.986499 -0.644967 0.2 -0.3 0.3
N 2.519775 -2.029544 -0.917093 -0.1 -0.1 -0.2
N 1.116516 1.416988 -0.655127 0.1 0.2 0.3
H 3.034738 0.526656 -0.361176 0.1 0.1 0.1
H 2.422282 0.400722 -1.991556 0.0 0.1 0.0
H 1.182127 -1.002626 0.397416 0.0 0.1 0.0
H 0.684846 -1.142015 -1.293035 -0.1 -0.1 -0.1
H 2.095721 -2.946348 -0.981118 0.1 0.1 0.0
H 3.246775 -2.069361 -0.216078 0.0 0.0 0.0
H 1.430733 1.992145 0.122712 0.0 -0.1 -0.2
H 1.036994 2.048911 -1.438168 0.0 0.1 -0.1
C -1.206703 1.413075 2.098038 -0.2 0.0 0.1
N -2.069985 0.492356 1.350596 -0.1 -0.2 0.1
C -1.730548 -0.017035 0.203573 0.0 0.1 -0.2
N -2.482518 -0.800898 -0.539924 0.4 -0.2 0.0
H -0.802222 0.915731 2.975127 0.0 0.0 0.1
H -1.783367 2.287493 2.402322 0.1 -0.1 -0.1
H -0.398219 1.713883 1.447840 0.1 0.1 -0.1
H -2.932116 0.187646 1.783937 0.0 0.2 0.0
H -0.750157 0.245169 -0.193554 0.1 0.2 0.0
H -3.391848 -1.140897 -0.275374 -0.1 0.0 0.1
H -2.043073 -1.228918 -1.341991 -0.2 0.1 0.0
```
Positions in Å, forces in eV/Å.

Properties
frontier orbital gap = 9.3 eV
net charge = +1

Here are the Löwdin charges for atoms 1 to 4, given in e:
1 C -0.262
2 C -0.330
3 N 0.003
4 N -0.014

Question: Which formula does entry 3 have?
Answer: C14H20N6O3